(1)
DFT (ωB97M-V with the def2-TZVPD basis set) results for one molecule with the formula C18H19F3N4O2.

XYZ file:
```
46
Properties=species:S:1:pos:R:3:forces:R:3
O 0.5704 -2.1178 -1.1397 -0.051 -0.041 -0.060
C 0.8229 -1.1443 -0.4687 -0.158 0.333 0.227
C 2.2335 -0.6998 -0.2732 0.520 -0.100 -0.146
C 2.6443 0.1338 0.7645 -0.111 -0.082 -0.152
C 3.9757 0.4826 0.8934 0.218 -0.040 -0.088
C 4.9058 0.0035 -0.0199 -0.010 -0.008 0.073
C 6.3476 0.4129 0.1014 0.293 0.182 -0.019
F 6.7064 0.6843 1.3655 -0.160 -0.010 0.202
F 6.6143 1.5253 -0.6107 -0.142 0.082 -0.108
F 7.1936 -0.5277 -0.3427 -0.074 -0.228 -0.110
C 4.5118 -0.8256 -1.0626 0.033 0.104 0.143
C 3.1822 -1.1778 -1.1778 -0.105 0.021 0.048
C -0.2718 -0.3530 0.2212 -0.307 -0.423 -0.165
C -0.6306 -1.0621 1.5381 0.046 0.308 0.127
C -1.8231 -0.3726 2.1931 -0.096 -0.220 -0.121
C -3.0031 -0.3252 1.2187 -0.069 0.082 0.452
N -2.6075 0.3621 0.0129 0.237 -0.196 0.021
C -3.0063 1.5716 -0.4391 -0.242 0.179 0.333
O -2.4736 2.1089 -1.3922 0.016 0.305 -0.325
C -4.2038 2.2459 0.2252 0.019 -0.035 -0.243
C -5.4910 1.8168 -0.4959 0.306 0.547 0.027
N -5.7977 0.4331 -0.2708 -0.508 -0.512 0.398
C -6.4642 -0.1355 0.7512 0.089 -0.043 -0.201
N -6.4685 -1.4401 0.6197 -0.312 -0.250 0.497
C -5.7783 -1.6372 -0.5217 -0.043 0.255 0.131
N -5.3562 -0.5308 -1.0842 0.456 0.022 -0.799
C -1.5204 -0.3059 -0.6704 0.324 0.111 -0.356
H 1.9394 0.5050 1.4907 -0.127 0.051 0.055
H 4.2968 1.1211 1.7022 0.019 0.028 0.064
H 5.2427 -1.1947 -1.7655 0.050 -0.032 -0.056
H 2.8512 -1.8297 -1.9718 -0.028 -0.053 -0.048
H 0.0533 0.6706 0.4212 0.015 -0.027 -0.006
H 0.2248 -1.0646 2.2166 0.018 -0.082 0.023
H -0.8854 -2.1007 1.3157 0.041 -0.056 -0.021
H -2.1176 -0.9117 3.0942 -0.009 0.022 0.058
H -1.5510 0.6472 2.4758 -0.031 0.038 0.060
H -3.8576 0.1538 1.6925 0.022 -0.062 -0.121
H -3.2980 -1.3475 0.9529 -0.063 0.071 0.026
H -4.0780 3.3186 0.0724 0.064 -0.086 0.029
H -4.2758 2.0529 1.2944 -0.051 0.023 -0.001
H -6.3338 2.4209 -0.1486 0.075 -0.096 -0.097
H -5.3588 1.9556 -1.5715 -0.121 0.002 0.133
H -6.9284 0.4150 1.5438 -0.099 0.227 0.173
H -5.5946 -2.6069 -0.9353 0.083 -0.202 -0.176
H -1.3129 0.2467 -1.5879 -0.050 -0.164 0.099
H -1.8265 -1.3242 -0.9269 0.024 0.054 0.018
```
Positions in Å, forces in eV/Å.

Values from the calculation:
SMILES ... O=C(c1ccc(C(F)(F)F)cc1)[C@@H]1CCCN(C(=O)CCn2cncn2)C1
Molecular weight ... 380.37 g mol⁻¹
E_HOMO ... -9.257 eV
Net charge ... 0
Orbital gap ... 9.0 eV

(2)
DFT (ωB97M-V with the def2-TZVPD basis set) results for C18H19F5GeN2OS2Ti as an isolated structure.

XYZ file:
```
49
Properties=species:S:1:pos:R:3:forces:R:3
Ti -0.2035 1.3201 0.3914 0.707 -0.234 0.266
S -2.2369 1.9997 -0.4477 0.051 0.149 0.097
C -3.1496 0.5134 -0.3147 0.001 -0.039 -0.009
C -4.2950 0.3971 -1.1626 0.023 0.010 -0.011
N -5.1874 0.3026 -1.8797 0.001 0.001 0.007
C -2.8450 -0.4613 0.5703 0.074 0.010 -0.026
S -1.4386 -0.2699 1.6369 -0.208 -0.131 0.108
C -3.6109 -1.6482 0.7527 -0.017 0.026 0.031
N -4.1691 -2.6368 0.9326 0.019 -0.009 -0.025
C 1.5023 -3.4325 -2.7361 0.026 -0.033 0.067
C 1.5012 -3.9009 -1.2854 -0.085 0.029 -0.019
C 0.1083 -4.1566 -0.7132 0.045 -0.014 -0.041
C -0.7705 -2.9012 -0.6182 0.043 0.003 -0.012
Ge 0.1298 -1.6088 0.5079 0.038 0.167 0.043
C 1.3133 -0.1473 -0.4752 0.027 -0.069 -0.110
C 1.0977 0.9008 -1.5937 -0.017 0.088 -0.004
C 0.1859 0.4671 -2.7359 -0.054 0.069 0.012
C -0.0645 1.5952 -3.7295 0.017 -0.027 0.035
H 2.5162 -3.2471 -3.0885 -0.005 0.006 -0.012
H 0.9208 -2.5176 -2.8818 -0.006 -0.001 -0.016
H 1.0650 -4.1962 -3.3793 -0.014 0.021 -0.019
H 2.0298 -3.1736 -0.6437 0.054 -0.040 -0.006
H 2.0859 -4.8165 -1.2017 0.021 0.005 0.022
H 0.1970 -4.6140 0.2747 -0.046 -0.002 0.008
H -0.4320 -4.8748 -1.3343 0.037 -0.015 -0.011
H -1.7254 -3.1273 -0.1435 -0.029 0.012 -0.024
H -0.9666 -2.4328 -1.5834 -0.025 -0.061 -0.029
H 1.0859 -2.0113 1.6210 -0.012 0.063 0.012
H 1.6843 -1.0197 -1.0333 -0.021 -0.017 -0.023
H 2.1217 0.1292 0.2052 -0.043 0.025 0.040
H 2.0904 1.1851 -1.9528 0.010 -0.043 -0.018
H 0.7856 1.9357 -1.2514 -0.087 0.004 0.032
H -0.7670 0.0965 -2.3351 0.000 -0.032 -0.010
H 0.6634 -0.3784 -3.2350 -0.005 -0.018 0.016
H -0.5701 2.4390 -3.2548 0.002 0.009 -0.010
H -0.6934 1.2522 -4.5480 -0.003 -0.005 0.001
H 0.8732 1.9517 -4.1565 -0.006 0.010 -0.002
F 0.6078 5.0742 6.0331 -0.001 0.016 0.016
C 0.6828 4.2761 4.9976 0.000 -0.004 0.000
C -0.2684 4.3832 3.9814 0.009 0.029 0.052
F -1.2333 5.2742 4.0522 -0.012 0.007 -0.002
C -0.1600 3.5262 2.9140 -0.026 -0.100 -0.189
F -1.0222 3.5264 1.8719 -0.040 0.131 0.050
C 0.8526 2.5847 2.8258 0.077 0.185 0.178
O 0.8665 1.7947 1.7213 -0.575 -0.119 -0.376
C 1.7952 2.4846 3.8396 0.066 -0.126 -0.145
F 2.7550 1.5783 3.7529 0.015 0.008 0.026
C 1.7061 3.3333 4.9296 -0.037 0.058 0.029
F 2.5856 3.2511 5.9032 0.008 -0.006 0.002
```
Positions in Å, forces in eV/Å.

Values from the calculation:
Molecular weight ... 558.96 g mol⁻¹
E_HOMO ... -15.523 eV
Net charge ... +2
Orbital gap ... 6.1 eV

Please write out number 2 again, unchanged.
DFT (ωB97M-V with the def2-TZVPD basis set) results for C18H19F5GeN2OS2Ti as an isolated structure.

XYZ file:
```
49
Properties=species:S:1:pos:R:3:forces:R:3
Ti -0.2035 1.3201 0.3914 0.707 -0.234 0.266
S -2.2369 1.9997 -0.4477 0.051 0.149 0.097
C -3.1496 0.5134 -0.3147 0.001 -0.039 -0.009
C -4.2950 0.3971 -1.1626 0.023 0.010 -0.011
N -5.1874 0.3026 -1.8797 0.001 0.001 0.007
C -2.8450 -0.4613 0.5703 0.074 0.010 -0.026
S -1.4386 -0.2699 1.6369 -0.208 -0.131 0.108
C -3.6109 -1.6482 0.7527 -0.017 0.026 0.031
N -4.1691 -2.6368 0.9326 0.019 -0.009 -0.025
C 1.5023 -3.4325 -2.7361 0.026 -0.033 0.067
C 1.5012 -3.9009 -1.2854 -0.085 0.029 -0.019
C 0.1083 -4.1566 -0.7132 0.045 -0.014 -0.041
C -0.7705 -2.9012 -0.6182 0.043 0.003 -0.012
Ge 0.1298 -1.6088 0.5079 0.038 0.167 0.043
C 1.3133 -0.1473 -0.4752 0.027 -0.069 -0.110
C 1.0977 0.9008 -1.5937 -0.017 0.088 -0.004
C 0.1859 0.4671 -2.7359 -0.054 0.069 0.012
C -0.0645 1.5952 -3.7295 0.017 -0.027 0.035
H 2.5162 -3.2471 -3.0885 -0.005 0.006 -0.012
H 0.9208 -2.5176 -2.8818 -0.006 -0.001 -0.016
H 1.0650 -4.1962 -3.3793 -0.014 0.021 -0.019
H 2.0298 -3.1736 -0.6437 0.054 -0.040 -0.006
H 2.0859 -4.8165 -1.2017 0.021 0.005 0.022
H 0.1970 -4.6140 0.2747 -0.046 -0.002 0.008
H -0.4320 -4.8748 -1.3343 0.037 -0.015 -0.011
H -1.7254 -3.1273 -0.1435 -0.029 0.012 -0.024
H -0.9666 -2.4328 -1.5834 -0.025 -0.061 -0.029
H 1.0859 -2.0113 1.6210 -0.012 0.063 0.012
H 1.6843 -1.0197 -1.0333 -0.021 -0.017 -0.023
H 2.1217 0.1292 0.2052 -0.043 0.025 0.040
H 2.0904 1.1851 -1.9528 0.010 -0.043 -0.018
H 0.7856 1.9357 -1.2514 -0.087 0.004 0.032
H -0.7670 0.0965 -2.3351 0.000 -0.032 -0.010
H 0.6634 -0.3784 -3.2350 -0.005 -0.018 0.016
H -0.5701 2.4390 -3.2548 0.002 0.009 -0.010
H -0.6934 1.2522 -4.5480 -0.003 -0.005 0.001
H 0.8732 1.9517 -4.1565 -0.006 0.010 -0.002
F 0.6078 5.0742 6.0331 -0.001 0.016 0.016
C 0.6828 4.2761 4.9976 0.000 -0.004 0.000
C -0.2684 4.3832 3.9814 0.009 0.029 0.052
F -1.2333 5.2742 4.0522 -0.012 0.007 -0.002
C -0.1600 3.5262 2.9140 -0.026 -0.100 -0.189
F -1.0222 3.5264 1.8719 -0.040 0.131 0.050
C 0.8526 2.5847 2.8258 0.077 0.185 0.178
O 0.8665 1.7947 1.7213 -0.575 -0.119 -0.376
C 1.7952 2.4846 3.8396 0.066 -0.126 -0.145
F 2.7550 1.5783 3.7529 0.015 0.008 0.026
C 1.7061 3.3333 4.9296 -0.037 0.058 0.029
F 2.5856 3.2511 5.9032 0.008 -0.006 0.002
```
Positions in Å, forces in eV/Å.

Values from the calculation:
Molecular weight ... 558.96 g mol⁻¹
E_HOMO ... -15.523 eV
Net charge ... +2
Orbital gap ... 6.1 eV